(1)
78
Properties=species:S:1:pos:R:3:forces:R:3 method="wB97M-V/def2-TZVPD" energy_ev=-80726.875 molar_mass_g_mol=816.70 e_above_lowest_kj_mol=59.27 e_lumo_ev=-10.25 spin_multiplicity=1 total_charge=+3
Ta -0.19326 0.28670 -0.38156 -0.4 0.4 -0.4
S -2.31690 -2.82935 2.64690 0.0 0.0 0.0
S -3.52051 -1.57636 0.28605 0.0 0.0 0.0
P -0.74158 -1.77318 -2.12761 0.2 -0.3 0.1
O 1.29316 -0.44226 0.66919 0.1 -0.2 -0.1
O -4.05706 1.45877 -1.20631 0.0 0.1 0.1
O 0.91027 -2.14332 4.54273 0.0 -0.1 0.1
N -0.98740 -1.15284 1.09227 0.0 0.0 0.1
N 1.63855 1.38638 -1.09316 -0.1 0.2 0.1
N -0.19443 1.68448 1.38361 0.2 -0.1 0.2
N -2.04071 1.06075 -0.17411 0.0 0.1 0.0
N -0.08774 -1.45364 2.12334 0.1 0.0 0.0
N -0.76403 1.26707 -2.42240 -0.1 -0.1 0.0
N 2.77440 -0.58740 -1.63384 0.1 0.1 0.0
C 1.57557 2.74469 -1.06596 0.0 0.1 0.0
C -2.56078 1.49068 1.11929 0.0 0.1 0.0
C 3.73327 2.94296 -2.02526 0.0 -0.1 0.0
C -2.86588 1.34294 -1.26472 0.0 -0.1 -0.2
C 3.81697 1.56824 -2.05207 0.0 0.0 -0.1
C -2.08513 1.52410 -2.52657 0.0 0.0 0.0
C -4.42855 -3.00115 0.96626 0.0 0.0 0.0
C 4.40808 -1.32194 4.47700 0.0 0.0 0.0
C 2.76040 0.79837 -1.56706 -0.1 -0.1 0.1
C -0.21436 -3.33605 -1.34606 -0.1 0.0 0.0
C 2.22408 -1.15294 2.76289 0.0 0.0 0.0
C 3.49776 -0.69947 2.35581 0.0 0.0 0.0
C -0.52496 1.99620 -4.68688 -0.1 0.0 0.0
C -1.88619 2.24200 -4.78348 0.0 0.0 0.0
C -4.10344 -3.07991 2.44093 0.0 0.0 0.0
C -1.52004 2.77416 3.04154 0.0 0.0 0.0
C 4.57737 -0.78301 3.19353 0.0 0.0 0.0
C -2.68457 1.99439 -3.67173 0.0 0.0 0.0
C 0.22910 -1.64487 -3.66718 0.1 0.0 0.1
C 0.92316 2.08487 2.03654 0.0 0.0 0.0
C 2.07120 -1.69499 4.05806 0.0 0.0 -0.1
C -0.00468 1.50371 -3.50309 0.1 0.0 0.0
C -2.39198 -2.07844 -2.84071 0.1 0.1 0.0
C -2.14294 -1.77498 1.30286 0.0 0.0 0.0
C 2.58651 3.55074 -1.50872 0.0 0.0 0.0
C 3.17929 -1.76542 4.90511 0.0 0.0 0.0
C 1.10374 -1.03704 1.86465 0.0 -0.1 0.1
C -0.37544 3.20278 3.68962 0.0 0.0 0.0
C -1.39506 2.02103 1.88976 0.0 0.0 0.0
C 0.86997 2.85100 3.17347 0.0 0.0 0.0
H 0.45310 -3.14780 -0.50548 0.0 0.0 0.0
H 1.78755 3.15914 3.65403 0.0 0.0 0.0
H -2.50418 3.02270 3.41595 0.0 0.0 0.0
H 0.20876 -2.07562 3.87704 0.0 0.0 0.0
H -2.24290 -2.67218 -3.74415 0.0 0.0 0.0
H -3.75066 2.17886 -3.66339 0.0 0.0 0.0
H -4.62532 -2.31803 3.01829 0.0 0.0 0.0
H 0.29526 -3.97285 -2.06834 0.0 0.0 0.0
H -0.26789 -0.95650 -4.34968 0.0 0.0 0.0
H 1.86844 1.76092 1.62478 0.0 0.0 0.0
H 3.61725 -0.27787 1.36505 0.0 0.0 0.0
H 2.48528 4.62529 -1.46198 0.0 0.0 0.0
H -3.03042 0.67797 1.67616 0.0 0.0 0.0
H -4.12067 -3.89728 0.42915 0.0 0.0 0.0
H -3.02725 -2.62873 -2.15820 0.0 0.0 0.1
H -4.34193 -4.06072 2.85074 0.0 0.0 0.0
H -2.31676 2.62799 -5.69804 0.0 0.0 0.0
H -5.48752 -2.81879 0.78938 0.0 0.0 0.0
H 1.05200 1.29680 -3.42694 0.0 0.0 0.0
H 0.14150 2.18219 -5.51765 0.0 0.0 0.0
H 3.04131 -2.18234 5.89329 0.0 0.0 0.0
H 2.61681 -1.04134 -0.74254 0.0 0.0 0.0
H 4.55487 3.54345 -2.39398 0.0 0.0 0.0
H 0.22966 -2.63397 -4.12834 0.0 0.0 0.0
H 1.25731 -1.33505 -3.49617 0.0 0.0 0.0
H 3.60254 -0.95248 -2.08661 0.0 0.0 0.0
H -0.44829 3.80133 4.58825 0.0 0.0 0.0
H 4.70010 1.07119 -2.43106 0.0 0.0 0.0
H 0.65652 3.17436 -0.68568 0.0 0.0 0.0
H 5.55132 -0.44145 2.87310 0.0 0.0 0.0
H -2.88542 -1.14644 -3.11737 0.0 0.0 0.0
H -1.08738 -3.87309 -0.97320 0.0 0.0 0.0
H 5.25779 -1.39260 5.14303 0.0 0.0 0.0
H -3.32604 2.25452 0.97763 0.0 0.0 0.0

***

(2)
75
Properties=species:S:1:pos:R:3:forces:R:3 method="wB97M-V/def2-TZVPD" energy_ev=-124478.867 molar_mass_g_mol=730.24 e_above_lowest_kj_mol=95.86 e_lumo_ev=2.60 spin_multiplicity=1 total_charge=-1
Ag 0.40681 -0.74597 -0.10351 0.1 -0.2 0.1
Ge -2.98329 -1.24713 0.00118 -0.1 0.1 -0.1
S 1.78787 -4.20982 2.60718 0.0 0.0 0.1
S 0.65771 -1.40322 2.84401 0.0 -0.2 0.0
O 2.35547 -0.22976 -1.27801 0.1 -0.1 -0.1
O 4.93559 -1.03287 -0.97588 0.2 -0.1 0.1
O -2.07032 0.27962 -0.38037 -0.1 0.1 -0.3
N 0.29685 1.51612 -0.30440 -0.4 -0.1 0.1
N 0.91601 -2.84934 0.60190 0.0 0.1 0.0
N -0.87065 2.21210 -0.00177 0.3 0.0 0.0
C -4.21682 4.54784 0.59916 0.0 0.0 0.0
C 3.12164 0.49988 -0.59052 -0.1 0.2 0.1
C -3.07115 -1.43942 1.92050 0.0 -0.1 0.2
C 1.44522 -4.36208 -1.27164 0.0 0.0 0.0
C 2.42154 -6.16882 0.64862 0.0 0.0 0.0
C -3.21152 2.38118 0.21476 0.1 -0.1 0.0
C 4.96631 2.15039 0.87241 0.0 -0.1 -0.1
C 2.44141 -6.49361 -0.70093 0.0 0.0 0.0
C -4.01796 -2.57059 2.34800 0.1 0.0 0.0
C 1.33451 2.11612 0.18231 0.3 0.1 -0.1
C -2.44653 -4.71220 -2.45901 0.0 0.0 0.0
C 1.96287 -5.58979 -1.65213 0.0 0.1 0.0
C 3.64716 2.49881 0.77654 0.0 0.0 0.0
C 1.06849 -2.75035 1.91267 0.0 -0.1 -0.2
C -4.46451 1.80424 0.38374 -0.1 0.1 0.0
C 1.90605 -4.93628 1.03079 0.0 0.0 0.0
C -1.97212 1.57795 -0.05833 -0.4 0.0 0.1
C -5.58318 2.58552 0.66212 0.1 -0.1 0.0
C -3.08860 -3.46187 -1.85469 0.1 0.0 0.0
C 1.40253 -4.03478 0.08236 -0.1 0.2 0.0
C 4.53531 -2.16284 -0.20962 -0.2 0.0 0.0
C -3.10642 3.77007 0.32466 0.0 0.1 0.0
C -2.08272 -5.76031 -1.40878 0.0 0.0 0.0
C -5.46548 3.95953 0.77217 0.0 0.0 0.0
C -2.28926 -4.38571 2.83127 0.0 0.0 0.0
C 5.38538 0.93449 0.28116 0.1 0.2 0.0
C -3.49435 -3.96755 1.99378 0.1 0.1 0.0
C 4.51372 0.14676 -0.40854 -0.1 0.0 0.0
C 2.70513 1.70495 0.08141 -0.1 0.0 0.1
C -2.09060 -2.59330 -1.07559 0.0 -0.1 -0.1
H -2.95330 -5.99967 -0.78967 0.0 0.0 0.0
H 5.66960 2.76913 1.41446 0.0 0.0 0.0
H -1.28420 -5.41779 -0.74836 0.0 0.0 0.0
H -3.21191 -3.99359 0.93677 -0.1 0.0 0.0
H -4.30092 -4.69653 2.11236 0.0 0.0 0.0
H -4.16406 -2.51570 3.43203 0.0 0.0 0.0
H -3.40264 -0.47485 2.31435 0.0 0.0 0.0
H -1.96428 -5.39881 2.58357 0.0 0.0 0.0
H -3.54711 -2.85796 -2.64266 0.0 0.0 0.0
H 1.09745 -3.63825 -1.99925 0.0 0.0 0.0
H -6.54754 2.10835 0.79121 0.0 0.0 0.0
H -2.53346 -4.35940 3.89723 0.0 0.0 0.0
H 1.14593 3.02321 0.76276 0.0 0.1 -0.1
H -4.42530 -1.11229 -0.55253 0.0 0.0 -0.1
H -3.91194 -3.78314 -1.20441 0.0 0.0 0.0
H -3.13706 -5.15504 -3.18314 0.0 0.0 0.0
H -5.00593 -2.42881 1.89625 0.0 0.0 0.0
H -6.33451 4.56890 0.98819 0.0 0.0 0.0
H -1.54992 -4.41856 -3.01536 0.0 0.0 0.0
H -1.43760 -3.72077 2.67403 0.0 0.0 0.0
H 2.00617 -5.84826 -2.70356 0.0 0.0 0.0
H -1.46170 -3.19554 -0.41855 0.0 0.0 0.0
H -2.13146 4.21857 0.19232 0.0 0.0 0.0
H 4.62215 -3.04254 -0.84660 0.0 0.0 0.0
H 2.84194 -7.44870 -1.01760 0.0 0.0 0.0
H -2.05449 -1.59074 2.29444 0.0 0.0 0.0
H 6.41824 0.60972 0.36020 0.0 0.0 0.0
H 3.29190 3.40530 1.25928 0.0 0.0 0.0
H 3.49557 -2.06436 0.11461 0.0 0.0 -0.1
H -4.10842 5.62242 0.68117 0.0 0.0 0.0
H -1.73851 -6.68612 -1.87447 0.0 0.0 0.0
H -1.42074 -2.06755 -1.76209 0.0 -0.1 0.0
H -4.59475 0.73890 0.29790 0.0 0.0 0.0
H 2.80751 -6.85940 1.38895 0.0 0.0 0.0
H 5.17272 -2.28420 0.67269 0.0 0.0 0.0